Entry 1:
{
  "formula": "C19H25N7O9P2W",
  "method": "ωB97M-V/def2-TZVPD",
  "multiplicity": 3,
  "homo_energy_ev": [-14.08, -14.38],
  "orbital_gap_ev": [7.2290, 7.0829],
  "lumo_ha": [-0.2518, -0.2683],
  "relative_energy_kcal_mol": 98.58,
  "charge": 2,
  "elements": ["W", "N", "N", "C", "O", "O", "H", "H", "H", "N", "C", "C", "P", "O", "O", "O", "P", "O", "O", "O", "H", "H", "H", "H", "H", "H", "H", "H", "C", "C", "C", "C", "N", "C", "C", "C", "C", "C", "C", "N", "H", "H", "H", "H", "H", "H", "H", "H", "N", "C", "O", "C", "C", "C", "N", "C", "C", "H", "H", "H", "H", "H", "H"],
  "xyz": [[0.101, 0.186, -0.197], [-1.309, -0.404, 2.133], [-0.632, 0.407, 3.050], [0.704, 0.640, 2.789], [1.492, 1.041, 3.587], [1.009, 0.447, 1.486], [-2.273, -0.113, 1.998], [-1.307, -1.363, 2.467], [-0.860, 0.323, 4.033], [-3.461, 2.060, -3.011], [-2.784, 0.810, -2.490], [-3.312, -0.403, -3.235], [-3.004, 0.701, -0.639], [-3.964, 1.963, -0.427], [-3.532, -0.526, -0.038], [-1.606, 1.207, -0.154], [-0.912, 1.261, -2.997], [-1.111, -0.925, -1.311], [-1.040, 2.735, -3.172], [0.327, 0.863, -2.085], [-4.258, 2.323, -2.424], [-3.784, 1.922, -3.972], [-2.751, 2.822, -3.031], [-4.403, -0.368, -3.290], [-3.051, -1.311, -2.705], [-2.917, -0.452, -4.251], [-4.466, 1.966, 0.397], [-1.005, -1.871, -1.449], [4.520, 0.383, -0.923], [4.986, -0.863, -0.552], [4.074, -1.838, -0.171], [2.726, -1.532, -0.181], [2.271, -0.316, -0.556], [3.158, 0.621, -0.905], [1.683, -2.481, 0.244], [1.933, -3.829, 0.474], [0.884, -4.658, 0.821], [-0.397, -4.130, 0.902], [-0.583, -2.788, 0.655], [0.444, -1.961, 0.361], [5.190, 1.178, -1.215], [6.044, -1.083, -0.549], [4.425, -2.808, 0.143], [2.767, 1.585, -1.180], [2.928, -4.231, 0.367], [1.064, -5.709, 1.002], [-1.252, -4.746, 1.140], [-1.571, -2.348, 0.660], [1.501, 7.545, -0.067], [0.434, 6.799, 0.289], [-0.623, 7.241, 0.676], [0.594, 5.300, 0.164], [1.135, 4.683, -0.951], [1.097, 3.302, -1.040], [0.604, 2.520, -0.071], [0.097, 3.131, 1.015], [0.064, 4.498, 1.165], [1.434, 8.546, 0.017], [2.394, 7.134, -0.270], [1.535, 5.252, -1.779], [1.443, 2.816, -1.938], [-0.328, 2.502, 1.781], [-0.391, 4.944, 2.039]],
  "forces_ev_per_a": [[0.0, 0.6, 0.5], [0.2, -0.1, -0.3], [-0.1, 0.1, 0.1], [0.2, 0.0, -0.3], [-0.1, 0.0, 0.1], [0.3, -0.3, 0.3], [0.1, 0.1, 0.0], [-0.1, 0.0, 0.0], [0.0, 0.0, 0.0], [-0.5, -0.1, -0.1], [0.3, 0.0, 0.0], [-0.2, 0.0, 0.0], [0.1, 0.0, -0.4], [0.1, 0.1, -0.2], [-0.1, 0.0, 0.1], [0.1, -0.2, 0.3], [0.3, -0.2, 0.2], [-0.1, -0.3, 0.2], [0.3, 0.3, -0.1], [-0.6, 0.0, -0.1], [0.0, 0.0, 0.0], [0.0, 0.0, 0.0], [0.1, 0.0, 0.0], [0.0, 0.0, 0.0], [0.0, 0.0, 0.0], [0.0, 0.0, 0.0], [-0.1, -0.1, 0.0], [0.1, 0.1, -0.1], [-0.1, 0.1, 0.0], [0.0, -0.1, 0.0], [0.0, 0.2, -0.1], [-0.1, 0.2, 0.1], [-0.1, -0.1, -0.2], [0.0, -0.2, -0.1], [-0.1, 0.1, 0.1], [-0.2, 0.1, 0.0], [0.1, 0.0, 0.0], [-0.1, 0.1, 0.0], [0.2, -0.1, 0.0], [0.2, -0.2, -0.1], [0.0, 0.0, 0.0], [0.0, 0.0, 0.0], [0.0, 0.0, 0.0], [0.0, 0.0, 0.0], [0.0, 0.0, 0.0], [0.0, 0.0, 0.0], [0.0, 0.0, 0.0], [0.0, 0.0, 0.0], [0.0, 0.0, -0.1], [0.0, 0.0, 0.0], [0.0, 0.0, 0.0], [0.0, 0.0, 0.0], [0.0, -0.1, 0.0], [0.0, 0.0, 0.0], [-0.2, -0.1, 0.0], [0.1, 0.1, 0.1], [0.0, -0.1, -0.1], [0.0, 0.0, 0.0], [0.0, 0.0, 0.0], [0.0, 0.0, 0.0], [0.0, 0.0, 0.0], [0.0, 0.0, 0.0], [0.0, 0.0, 0.0]]
}

=====

Entry 2:
{
  "formula": "C6H14NO2P",
  "method": "ωB97M-V/def2-TZVPD",
  "multiplicity": 1,
  "homo_energy_ev": -8.52,
  "orbital_gap_ev": 9.2141,
  "lumo_ha": 0.0253,
  "relative_energy_kcal_mol": 14.60,
  "elements": ["C", "C", "C", "C", "C", "C", "N", "O", "O", "P", "H", "H", "H", "H", "H", "H", "H", "H", "H", "H", "H", "H", "H", "H"],
  "xyz": [[-1.473, -1.654, -0.103], [-2.601, -1.873, 0.886], [0.664, 1.864, 0.845], [-0.174, 1.670, -1.534], [0.876, 1.289, -0.528], [0.759, -0.697, -0.342], [-0.395, -1.005, 0.410], [-1.523, -2.027, -1.254], [3.308, -1.052, -0.801], [2.327, -1.159, 0.511], [-2.305, -1.656, 1.909], [-3.439, -1.238, 0.609], [-2.932, -2.906, 0.815], [-0.369, 1.735, 1.163], [0.881, 2.933, 0.836], [1.323, 1.394, 1.573], [0.030, 1.229, -2.505], [-1.159, 1.341, -1.206], [-0.201, 2.753, -1.649], [1.889, 1.417, -0.893], [0.685, -1.066, -1.363], [-0.394, -0.716, 1.377], [4.195, -0.754, -0.590], [2.077, -2.552, 0.420]],
  "forces_ev_per_a": [[-0.4, -0.2, 0.3], [0.1, 0.0, -0.2], [0.2, 0.0, -0.2], [0.2, 0.0, 0.0], [-0.3, -3.7, 0.3], [0.8, 3.8, -0.4], [0.3, 0.2, 0.5], [-0.1, -0.1, -0.2], [0.3, 0.1, -0.4], [-0.5, -0.3, -0.1], [0.0, 0.0, 0.1], [-0.1, 0.1, 0.0], [0.0, 0.0, 0.0], [-0.1, 0.0, 0.1], [0.0, 0.1, 0.1], [0.1, 0.0, 0.1], [0.0, 0.0, -0.1], [-0.1, 0.0, 0.0], [-0.1, 0.2, -0.1], [0.1, 0.0, 0.0], [0.0, -0.1, 0.1], [-0.2, -0.1, -0.1], [0.0, 0.1, 0.1], [-0.1, -0.1, 0.2]]
}

=====

Entry 3:
{
  "formula": "C43H51N2O5P2RbS",
  "method": "ωB97M-V/def2-TZVPD",
  "multiplicity": 1,
  "homo_energy_ev": -2.72,
  "orbital_gap_ev": 6.2872,
  "lumo_ha": 0.1309,
  "charge": -2,
  "elements": ["Rb", "O", "C", "O", "C", "P", "C", "C", "C", "C", "C", "C", "C", "C", "C", "C", "C", "C", "H", "H", "H", "H", "H", "H", "H", "H", "H", "H", "H", "H", "O", "C", "O", "C", "C", "C", "C", "C", "C", "C", "C", "C", "N", "H", "H", "H", "H", "H", "H", "S", "C", "N", "O", "P", "C", "C", "C", "C", "C", "C", "C", "C", "C", "C", "C", "C", "C", "C", "C", "C", "C", "C", "H", "H", "H", "H", "H", "H", "H", "H", "H", "H", "H", "H", "H", "H", "H", "H", "H", "H", "H", "H", "H", "H", "H", "H", "H", "H", "H", "H", "H", "H", "H", "H", "H"],
  "xyz": [[-0.672, -1.423, 2.875], [-2.481, 3.191, 4.148], [-2.381, 2.218, 3.386], [-1.932, 1.082, 3.666], [-2.893, 2.544, 1.934], [-2.629, 1.401, 0.458], [-3.234, 2.571, -0.918], [-2.373, 2.815, -1.983], [-2.799, 3.528, -3.111], [-4.100, 4.008, -3.172], [-4.968, 3.778, -2.104], [-4.537, 3.077, -0.997], [-4.018, 0.191, 0.500], [-4.680, -0.307, -0.627], [-5.554, -1.376, -0.472], [-5.722, -2.009, 0.746], [-5.089, -1.519, 1.876], [-4.226, -0.436, 1.742], [-2.356, 3.455, 1.642], [-3.932, 2.856, 2.029], [-1.368, 2.430, -1.964], [-2.115, 3.716, -3.915], [-4.457, 4.555, -4.028], [-5.992, 4.122, -2.166], [-5.191, 2.889, -0.164], [-4.553, 0.157, -1.605], [-6.097, -1.724, -1.344], [-6.382, -2.863, 0.823], [-5.186, -2.042, 2.833], [-3.672, -0.085, 2.608], [-3.912, -4.950, 3.476], [-3.010, -4.235, 2.997], [-2.194, -3.503, 3.586], [-2.998, -4.225, 1.446], [-3.652, -5.288, 0.760], [-3.724, -5.270, -0.594], [-3.192, -4.164, -1.305], [-3.319, -3.973, -2.700], [-2.721, -2.908, -3.316], [-1.982, -1.986, -2.586], [-1.890, -2.117, -1.216], [-2.509, -3.180, -0.539], [-2.380, -3.252, 0.817], [-4.120, -6.055, 1.367], [-4.194, -6.061, -1.147], [-3.944, -4.662, -3.244], [-2.860, -2.789, -4.375], [-1.471, -1.158, -3.055], [-1.338, -1.386, -0.642], [4.613, -0.761, 5.460], [3.134, -1.089, 4.869], [2.077, -1.319, 4.443], [0.915, -0.856, 0.497], [1.868, 0.190, 0.010], [3.554, -0.439, 0.192], [3.788, -0.893, 1.646], [4.946, -1.905, 1.701], [6.041, -1.581, 0.686], [6.060, -0.087, 0.447], [4.802, 0.370, -0.305], [1.615, 1.789, 0.860], [2.673, 2.902, 0.696], [3.658, 2.905, 1.875], [2.958, 3.276, 3.200], [1.481, 2.796, 3.184], [1.315, 1.519, 2.374], [1.574, 0.506, -1.785], [1.424, -0.872, -2.476], [1.088, -0.602, -3.949], [2.254, 0.051, -4.716], [3.251, 0.657, -3.726], [2.531, 1.440, -2.608], [3.477, -1.343, -0.410], [2.889, -1.342, 2.050], [4.050, -0.058, 2.296], [4.520, -2.894, 1.515], [5.332, -1.927, 2.733], [5.864, -2.076, -0.274], [7.014, -1.902, 1.087], [6.965, 0.184, -0.138], [6.113, 0.436, 1.408], [4.953, 0.227, -1.369], [4.666, 1.432, -0.160], [0.656, 2.144, 0.440], [2.172, 3.882, 0.666], [3.218, 2.793, -0.231], [4.425, 3.637, 1.675], [4.129, 1.913, 1.964], [2.985, 4.360, 3.302], [3.465, 2.837, 4.050], [0.799, 3.552, 2.769], [1.177, 2.599, 4.223], [0.288, 1.152, 2.453], [1.966, 0.743, 2.778], [0.564, 0.947, -1.795], [0.615, -1.431, -2.001], [2.323, -1.469, -2.384], [0.230, 0.064, -3.989], [0.809, -1.531, -4.434], [1.883, 0.849, -5.369], [2.762, -0.691, -5.348], [3.939, 1.285, -4.274], [3.824, -0.147, -3.237], [2.003, 2.275, -3.045], [3.302, 1.864, -1.951]],
  "forces_ev_per_a": [[0.2, 0.2, 0.1], [-0.1, 0.2, -0.1], [0.1, 0.0, 0.2], [-0.1, -0.3, -0.7], [0.2, -0.2, -0.4], [-0.3, 0.9, -0.1], [0.3, -0.7, 0.3], [-0.4, 0.2, -0.4], [-0.3, 0.0, 0.6], [0.1, -0.2, 0.4], [0.0, 0.1, -0.3], [0.5, -0.2, 0.3], [0.3, -0.2, 0.5], [-0.1, 0.3, 0.3], [0.1, 0.0, -0.5], [-0.4, 0.1, 0.2], [0.4, -0.2, 0.1], [-0.1, 0.1, 0.0], [0.0, -0.1, 0.0], [-0.2, -0.1, -0.1], [0.3, -0.1, 0.1], [0.2, 0.0, -0.3], [0.0, 0.1, -0.2], [0.0, 0.1, 0.1], [-0.3, 0.0, 0.1], [0.0, -0.1, 0.2], [0.0, -0.1, 0.0], [0.0, -0.1, 0.0], [0.0, 0.3, -0.3], [0.0, 0.0, 0.0], [0.0, -0.2, 0.0], [-0.4, 0.1, 0.2], [0.0, -0.2, -0.2], [0.6, 0.1, 0.0], [-0.3, 0.1, 0.1], [0.0, 0.4, 0.0], [0.2, 0.4, 0.2], [0.0, -0.1, 0.5], [-0.5, -0.5, -0.4], [0.3, 0.2, 1.1], [0.2, 0.5, -0.5], [0.1, -0.6, -0.1], [-0.4, -0.1, 0.1], [0.2, 0.0, -0.1], [-0.3, -0.3, -0.2], [0.0, -0.2, -0.2], [0.1, 0.1, -0.4], [-0.1, 0.0, -0.2], [0.1, 0.0, 0.2], [1.1, 0.3, 0.3], [-0.7, -0.1, -0.1], [-0.5, -0.1, -0.3], [0.0, 0.2, -0.2], [-0.1, 0.6, -0.1], [0.8, 0.4, 0.2], [0.3, -0.2, -0.2], [-0.5, -0.3, 0.3], [0.2, 0.0, 0.4], [0.5, 0.5, -0.5], [-0.4, -0.4, 0.4], [-0.5, 0.1, 0.5], [0.0, -0.1, 0.5], [-0.3, -0.3, 0.2], [-0.8, -0.2, -0.8], [0.1, 0.0, 0.5], [0.0, -0.1, -0.4], [0.0, -0.2, -0.2], [-0.6, 0.7, -0.3], [0.3, -0.3, 0.0], [0.2, -0.1, 0.3], [-0.4, -0.3, 0.4], [0.7, -0.7, 0.4], [0.0, -0.3, -0.1], [-0.1, 0.0, 0.1], [-0.2, 0.1, -0.1], [0.1, -0.1, -0.1], [0.0, 0.1, -0.3], [0.1, -0.2, 0.0], [-0.2, -0.1, -0.3], [-0.5, 0.1, 0.3], [0.1, 0.0, 0.0], [0.0, -0.1, -0.3], [0.0, 0.2, 0.1], [0.2, -0.1, -0.1], [0.1, -0.2, 0.0], [0.0, 0.2, -0.2], [0.6, 0.1, -0.1], [-0.1, 0.4, 0.0], [0.0, 0.1, 0.2], [0.2, -0.1, 0.1], [0.2, 0.0, 0.2], [-0.2, 0.1, -0.4], [0.2, 0.1, 0.1], [0.0, -0.1, 0.0], [0.2, -0.1, 0.1], [0.2, 0.1, 0.0], [0.3, -0.2, 0.0], [-0.2, 0.0, 0.1], [-0.2, -0.2, -0.2], [0.0, -0.1, 0.0], [-0.1, 0.2, 0.1], [0.4, 0.3, 0.0], [0.0, 0.3, -0.3], [-0.4, 0.3, -0.1], [-0.3, 0.0, -0.3]]
}

=====

| no. | DFT total energy (Ha) |
| --- | --- |
| 1 | -2549.0282 |
| 2 | -783.5895 |
| 3 | -3260.1058 |